# 1
Here is a single C4H5NO molecule from the Open Molecules 2025 dataset. Energies are from the ωB97M-V functional and the def2-TZVPD basis.

```
11
Properties=species:S:1:pos:R:3:mulliken_charge:R:1
N -0.97 -1.95 -0.50 -0.68
C -0.48 -0.80 -0.27 0.55
C -0.11 0.11 -1.37 -0.17
C 0.47 1.29 -1.33 -0.55
C 0.55 0.82 1.11 -0.48
O -0.30 -0.29 0.98 -0.35
H -1.16 -2.44 0.37 0.28
H -0.34 -0.21 -2.39 0.39
H 0.55 1.52 0.22 0.40
H 0.19 1.44 1.94 0.28
H 1.59 0.50 1.26 0.33
```

Values from the calculation:
F_max in eV Å⁻¹: 0.7
Charge: 0
Energy relative to the best compared isomer or geometry (same formula, charge and spin) in kJ/mol: 425.5
M in g/mol: 83.1
Orbital gap in eV: 9.870
HOMO energy in hartree: -0.3732

=====

# 2
Here is a single C4H5NO molecule at a distorted geometry from the Open Molecules 2025 dataset. Energies are from the ωB97M-V functional and the def2-TZVPD basis.

```
11
Properties=species:S:1:pos:R:3:mulliken_charge:R:1
N 1.29 2.07 0.26 -0.47
C 1.04 0.91 0.02 0.37
C 0.93 -0.40 0.06 -0.59
C -0.36 -1.10 0.36 -0.33
C -1.41 -0.18 -0.30 -0.07
O -2.32 0.35 0.27 -0.46
H 1.28 2.78 -0.47 0.28
H 1.81 -0.99 -0.13 0.36
H -0.38 -2.09 -0.10 0.29
H -0.55 -1.16 1.44 0.24
H -1.32 -0.18 -1.40 0.37
```

Values from the calculation:
F_max in eV Å⁻¹: 2.1
Charge: 0
Energy relative to the best compared isomer or geometry (same formula, charge and spin) in kJ/mol: 187.4
M in g/mol: 83.1
Orbital gap in eV: 9.752
HOMO energy in hartree: -0.3318
SMILES string: N=C=CCC=O

=====

# 3
Here is a single C4H5NO molecule from the Open Molecules 2025 dataset. Energies are from the ωB97M-V functional and the def2-TZVPD basis.

```
11
Properties=species:S:1:pos:R:3:mulliken_charge:R:1
O 0.05 2.02 -1.23 -0.63
C 0.01 0.98 -0.61 0.27
N 0.67 0.68 0.56 -0.10
C 0.41 -0.66 1.03 -0.29
C -0.54 -1.33 0.09 -0.47
C -0.78 -0.29 -0.94 -0.21
H 1.28 1.35 1.00 0.20
H -0.02 -0.69 2.05 0.32
H 1.33 -1.28 1.08 0.31
H -1.86 -0.10 -1.08 0.31
H -0.55 -0.68 -1.95 0.30
```

Values from the calculation:
F_max in eV Å⁻¹: 0.5
Charge: 0
Energy relative to the best compared isomer or geometry (same formula, charge and spin) in kJ/mol: 283.2
M in g/mol: 83.1
Orbital gap in eV: 8.501
HOMO energy in hartree: -0.3290

=====

# 4
Here is a molecular structure, C4H5NO2 at a distorted geometry from the Open Molecules 2025 dataset. Energies are from the ωB97M-V functional and the def2-TZVPD basis.

```
12
Properties=species:S:1:pos:R:3:mulliken_charge:R:1
N 0.37 1.21 1.03 -0.57
C 0.16 0.23 0.03 0.33
C -1.20 0.10 -0.59 -0.52
C -0.68 -1.06 0.14 -0.21
O 0.23 -1.78 -0.71 -0.34
C 1.12 -0.71 -0.62 0.51
O 2.29 -0.73 -0.83 -0.56
H 0.31 2.13 0.63 0.25
H 1.26 1.12 1.52 0.25
H -1.98 0.68 -0.11 0.29
H -1.21 0.06 -1.68 0.22
H -0.69 -1.26 1.19 0.35
```

Values from the calculation:
F_max in eV Å⁻¹: 1.3
Charge: 0
Energy relative to the best compared isomer or geometry (same formula, charge and spin) in kJ/mol: 220.0
M in g/mol: 99.1
Orbital gap in eV: 10.338
HOMO energy in hartree: -0.3480

=====

# 5
Here is a molecular structure, C4H5NO2 at a distorted geometry from the Open Molecules 2025 dataset. Energies are from the ωB97M-V functional and the def2-TZVPD basis.

```
12
Properties=species:S:1:pos:R:3:mulliken_charge:R:1
C 1.14 -0.39 -1.39 -0.96
C 0.20 0.11 -0.35 0.71
C -0.38 1.32 -0.48 -0.46
O -1.36 1.20 1.03 -0.42
C -0.91 0.07 1.47 0.70
O -1.26 -0.46 2.65 -0.47
N -0.05 -0.62 0.75 -0.65
H 2.12 -0.51 -0.92 0.27
H 0.78 -1.36 -1.73 0.27
H 1.23 0.28 -2.24 0.32
H -0.79 1.67 -1.45 0.30
H -0.75 -1.30 2.67 0.38
```

Values from the calculation:
F_max in eV Å⁻¹: 2.5
Charge: 0
Energy relative to the best compared isomer or geometry (same formula, charge and spin) in kJ/mol: 205.0
M in g/mol: 99.1
Orbital gap in eV: 9.839
HOMO energy in hartree: -0.3378

=====

# 6
Here is a single C4H5NO2 molecule from the Open Molecules 2025 dataset. Energies are from the ωB97M-V functional and the def2-TZVPD basis.

```
12
Properties=species:S:1:pos:R:3:mulliken_charge:R:1
C -1.75 -1.35 -0.11 -0.31
N -0.84 -0.72 0.49 -0.39
C -0.50 0.60 -0.02 -0.33
C 0.94 0.42 -0.48 0.44
O 1.26 0.06 -1.58 -0.49
C 2.03 0.62 0.58 -0.01
O 1.82 1.18 1.63 -0.44
H -2.35 -0.93 -0.93 0.22
H -1.97 -2.38 0.19 0.26
H -1.12 0.93 -0.86 0.41
H -0.53 1.32 0.80 0.27
H 3.02 0.24 0.28 0.36
```

Values from the calculation:
F_max in eV Å⁻¹: 0.6
Charge: 0
Energy relative to the best compared isomer or geometry (same formula, charge and spin) in kJ/mol: 190.5
M in g/mol: 99.1
Orbital gap in eV: 9.295
HOMO energy in hartree: -0.3629
SMILES string: C=NCC(=O)C=O

=====

# 7
Here is a single C4H5NO2 molecule from the Open Molecules 2025 dataset. Energies are from the ωB97M-V functional and the def2-TZVPD basis.

```
12
Properties=species:S:1:pos:R:3:mulliken_charge:R:1
C -1.29 -1.05 0.01 0.07
N -1.48 0.07 0.57 -0.51
C -0.44 1.09 0.49 -0.53
C 0.92 0.57 0.08 -0.21
O 1.09 0.40 -1.33 -0.42
C 0.97 -0.74 -0.54 0.17
O -0.19 -1.50 -0.66 -0.37
H -2.05 -1.82 0.03 0.38
H -0.77 1.84 -0.23 0.26
H -0.38 1.58 1.47 0.34
H 1.79 0.96 0.61 0.40
H 1.84 -1.40 -0.50 0.43
```

Values from the calculation:
F_max in eV Å⁻¹: 0.4
Charge: 0
Energy relative to the best compared isomer or geometry (same formula, charge and spin) in kJ/mol: 180.8
M in g/mol: 99.1
Orbital gap in eV: 11.127
HOMO energy in hartree: -0.3737
SMILES string: C1=NC[C@@H]2O[C@@H]2O1

=====

# 8
Here is a single C4H5NO2 molecule at a distorted geometry from the Open Molecules 2025 dataset. Energies are from the ωB97M-V functional and the def2-TZVPD basis.

```
12
Properties=species:S:1:pos:R:3:mulliken_charge:R:1
C -1.50 -0.35 -0.73 -1.11
C -0.13 0.11 -0.33 0.38
C 0.23 1.34 0.05 -0.17
O 1.41 1.35 0.71 -0.38
C 1.76 -0.18 1.03 0.35
O 2.77 -0.57 1.54 -0.47
N 0.87 -0.78 0.09 -0.10
H -1.56 -0.71 -1.76 0.27
H -1.85 -1.15 -0.07 0.33
H -2.19 0.49 -0.62 0.31
H -0.44 2.20 0.03 0.33
H 0.63 -1.76 0.05 0.26
```

Values from the calculation:
F_max in eV Å⁻¹: 3.6
Charge: 0
Energy relative to the best compared isomer or geometry (same formula, charge and spin) in kJ/mol: 99.8
M in g/mol: 99.1
Orbital gap in eV: 9.106
HOMO energy in hartree: -0.3115
SMILES string: Cc1coc(=O)[nH]1

=====

# 9
Here is a single C4H5NO2 molecule at a distorted geometry from the Open Molecules 2025 dataset. Energies are from the ωB97M-V functional and the def2-TZVPD basis.

```
12
Properties=species:S:1:pos:R:3:mulliken_charge:R:1
C -1.24 -1.11 0.52 -1.12
C -0.30 -0.05 0.05 0.68
C 1.06 0.06 0.33 -0.49
C 1.79 0.87 -0.55 0.05
O 2.93 1.26 -0.61 -0.48
N -0.69 0.86 -0.84 -0.07
O -1.65 1.56 -0.52 -0.37
H -0.68 -1.97 0.87 0.34
H -1.86 -0.72 1.33 0.29
H -1.90 -1.43 -0.29 0.36
H 1.58 -0.57 1.03 0.37
H 0.95 1.22 -1.32 0.44
```

Values from the calculation:
F_max in eV Å⁻¹: 4.9
Charge: 0
Energy relative to the best compared isomer or geometry (same formula, charge and spin) in kJ/mol: 453.8
M in g/mol: 99.1
Orbital gap in eV: 7.720
HOMO energy in hartree: -0.3334
SMILES string: C/C(=C/C=O)N=O

=====

# 10
Here is a molecular structure, C4H5NO2 from the Open Molecules 2025 dataset. Energies are from the ωB97M-V functional and the def2-TZVPD basis.

```
12
Properties=species:S:1:pos:R:3:mulliken_charge:R:1
O -1.23 2.28 -0.24 -0.51
C -0.50 1.35 -0.05 0.51
C -0.93 -0.03 0.38 -0.41
C -0.10 -1.07 -0.36 -0.45
N 1.34 -0.76 -0.30 -0.22
C 1.76 0.49 -0.16 -0.32
O 0.86 1.53 -0.16 -0.23
H -0.75 -0.11 1.46 0.28
H -2.00 -0.14 0.20 0.30
H -0.36 -1.10 -1.42 0.28
H -0.24 -2.08 0.04 0.30
H 2.15 -0.46 0.61 0.46
```

Values from the calculation:
F_max in eV Å⁻¹: 0.6
Charge: 0
Energy relative to the best compared isomer or geometry (same formula, charge and spin) in kJ/mol: 356.7
M in g/mol: 99.1
Orbital gap in eV: 10.010
HOMO energy in hartree: -0.3467

=====

# 11
Here is a single C4H5NO2 molecule from the Open Molecules 2025 dataset. Energies are from the ωB97M-V functional and the def2-TZVPD basis.

```
12
Properties=species:S:1:pos:R:3:mulliken_charge:R:1
H -2.37 0.65 0.35 0.24
N -1.63 -0.03 0.20 -0.51
C -0.92 0.19 -0.83 -0.15
C 0.30 -0.71 -0.89 -0.15
O 1.60 -0.16 -0.85 -0.43
C 1.03 -0.62 0.38 0.20
C 0.56 0.61 1.13 -0.29
O 0.32 0.78 2.29 -0.50
H -1.08 0.99 -1.57 0.35
H 0.21 -1.63 -1.47 0.41
H 1.48 -1.48 0.89 0.45
H 0.49 1.41 0.36 0.38
```

Values from the calculation:
F_max in eV Å⁻¹: 0.7
Charge: 0
Energy relative to the best compared isomer or geometry (same formula, charge and spin) in kJ/mol: 313.2
M in g/mol: 99.1
Orbital gap in eV: 10.746
HOMO energy in hartree: -0.3663
SMILES string: [H]/N=C/[C@H]1O[C@H]1C=O

=====

# 12
Here is a single C4H5NO2 molecule from the Open Molecules 2025 dataset. Energies are from the ωB97M-V functional and the def2-TZVPD basis.

```
12
Properties=species:S:1:pos:R:3:mulliken_charge:R:1
O 1.60 1.61 0.58 -0.44
C 1.95 0.48 0.37 0.10
C 0.98 -0.66 0.01 0.37
O 1.39 -1.67 -0.51 -0.54
N -0.30 -0.41 0.43 -0.12
C -1.51 -0.67 -0.30 -0.36
C -1.09 0.73 0.03 -0.32
H 3.01 0.17 0.37 0.36
H -2.31 -1.13 0.28 0.23
H -1.41 -1.03 -1.32 0.25
H -0.71 1.35 -0.77 0.23
H -1.56 1.27 0.85 0.24
```

Values from the calculation:
F_max in eV Å⁻¹: 0.6
Charge: 0
Energy relative to the best compared isomer or geometry (same formula, charge and spin) in kJ/mol: 186.4
M in g/mol: 99.1
Orbital gap in eV: 9.756
HOMO energy in hartree: -0.3650
SMILES string: O=CC(=O)N1CC1

=====

# 13
Here is a molecular structure, C4H5NO2 from the Open Molecules 2025 dataset. Energies are from the ωB97M-V functional and the def2-TZVPD basis.

```
12
Properties=species:S:1:pos:R:3:mulliken_charge:R:1
O 2.62 -0.38 0.37 -0.44
C 1.59 0.23 0.44 -0.23
C 0.48 0.09 -0.59 0.47
C -0.49 -1.06 -0.34 -0.37
N -1.75 -0.46 -0.29 -0.46
C -1.58 0.80 -0.48 0.16
O -0.34 1.28 -0.61 -0.37
H 1.34 0.92 1.27 0.40
H 0.91 -0.04 -1.59 0.25
H -0.22 -1.71 0.84 0.10
H -0.19 -1.21 1.53 0.09
H -2.37 1.55 -0.55 0.40
```

Values from the calculation:
F_max in eV Å⁻¹: 0.5
Charge: 0
Energy relative to the best compared isomer or geometry (same formula, charge and spin) in kJ/mol: 525.9
M in g/mol: 99.1
Orbital gap in eV: 8.340
HOMO energy in hartree: -0.3249

=====

# 14
Here is a single C4H5NO2 molecule from the Open Molecules 2025 dataset. Energies are from the ωB97M-V functional and the def2-TZVPD basis.

```
12
Properties=species:S:1:pos:R:3:mulliken_charge:R:1
C -1.53 -0.39 -0.76 -1.14
C -0.27 0.09 -0.13 0.52
C 0.17 1.32 0.15 -0.32
O 1.42 1.26 0.74 -0.32
C 1.78 -0.06 0.85 0.39
O 2.80 -0.45 1.36 -0.58
N 0.74 -0.77 0.29 -0.03
H -1.39 -0.61 -1.82 0.27
H -1.90 -1.30 -0.28 0.33
H -2.31 0.37 -0.68 0.30
H -0.26 2.30 0.03 0.39
H 0.75 -1.77 0.25 0.19
```

Values from the calculation:
F_max in eV Å⁻¹: 0.4
Charge: 0
Energy relative to the best compared isomer or geometry (same formula, charge and spin) in kJ/mol: 0.6
M in g/mol: 99.1
Orbital gap in eV: 9.291
HOMO energy in hartree: -0.3160
SMILES string: Cc1coc(=O)[nH]1

=====

# 15
Here is a single C4H5NO2 molecule from the Open Molecules 2025 dataset. Energies are from the ωB97M-V functional and the def2-TZVPD basis.

```
12
Properties=species:S:1:pos:R:3:mulliken_charge:R:1
O 1.42 2.95 0.80 -0.48
C 0.24 1.37 -0.52 -0.47
N 0.25 0.21 0.07 0.00
C 0.14 -1.05 -0.65 -0.48
C -0.76 -2.00 0.10 0.14
O -1.13 -1.80 1.23 -0.47
C 0.37 2.53 0.35 0.21
H 0.31 0.09 1.08 0.26
H 1.12 -1.52 -0.77 0.28
H -0.25 -0.84 -1.65 0.35
H -1.04 -2.93 -0.44 0.34
H -0.59 3.08 0.48 0.31
```

Values from the calculation:
F_max in eV Å⁻¹: 0.5
Charge: 0
Energy relative to the best compared isomer or geometry (same formula, charge and spin) in kJ/mol: 293.6
M in g/mol: 99.1
Orbital gap in eV: 9.419
HOMO energy in hartree: -0.3269

=====

# 16
Here is a single C4H5NO2 molecule from the Open Molecules 2025 dataset. Energies are from the ωB97M-V functional and the def2-TZVPD basis.

```
12
Properties=species:S:1:pos:R:3:mulliken_charge:R:1
O -2.23 -0.02 1.60 -0.47
C -1.44 0.11 0.70 -0.13
C -0.11 -0.59 0.72 0.09
C 0.40 -1.08 -0.58 -0.43
N 1.09 -0.01 0.10 -0.29
C 1.02 1.29 -0.47 0.12
O 0.37 1.60 -1.44 -0.46
H -1.66 0.70 -0.21 0.35
H 0.07 -1.16 1.63 0.33
H -0.15 -0.82 -1.48 0.29
H 0.96 -2.01 -0.62 0.23
H 1.69 1.99 0.04 0.38
```

Values from the calculation:
F_max in eV Å⁻¹: 0.6
Charge: 0
Energy relative to the best compared isomer or geometry (same formula, charge and spin) in kJ/mol: 201.8
M in g/mol: 99.1
Orbital gap in eV: 10.694
HOMO energy in hartree: -0.3711
SMILES string: O=C[C@H]1CN1C=O

=====

# 17
Here is a single C4H5NO2 molecule at a distorted geometry from the Open Molecules 2025 dataset. Energies are from the ωB97M-V functional and the def2-TZVPD basis.

```
12
Properties=species:S:1:pos:R:3:mulliken_charge:R:1
O 1.33 0.62 -1.59 -0.48
C 1.24 -0.26 -0.76 0.03
C 0.67 0.19 0.56 0.05
C -0.34 1.19 0.29 -0.44
N -0.64 -0.17 1.09 -0.48
C -1.25 -1.11 0.23 0.15
O -0.82 -1.41 -0.86 -0.47
H 1.66 -1.26 -0.92 0.36
H 1.38 0.37 1.36 0.37
H -0.83 1.16 -0.68 0.24
H -0.27 2.19 0.73 0.26
H -2.16 -1.60 0.62 0.42
```

Values from the calculation:
F_max in eV Å⁻¹: 1.2
Charge: 0
Energy relative to the best compared isomer or geometry (same formula, charge and spin) in kJ/mol: 274.7
M in g/mol: 99.1
Orbital gap in eV: 10.353
HOMO energy in hartree: -0.3590
SMILES string: O=C[C@H]1CN1C=O

=====

# 18
Here is a single C4H5NO2 molecule from the Open Molecules 2025 dataset. Energies are from the ωB97M-V functional and the def2-TZVPD basis.

```
12
Properties=species:S:1:pos:R:3:mulliken_charge:R:1
N 1.05 1.64 0.44 -0.53
C 0.35 0.54 0.01 0.28
C -0.91 0.35 -0.41 -0.48
C -1.17 -1.11 -0.22 -0.27
O 0.11 -1.73 -0.35 -0.34
C 1.05 -0.77 -0.17 0.47
O 2.23 -0.95 -0.26 -0.56
H 0.48 2.35 0.86 0.26
H 1.86 1.39 1.00 0.27
H -1.62 1.05 -0.84 0.39
H -1.90 -1.56 -0.89 0.32
H -1.49 -1.28 0.82 0.19
```

Values from the calculation:
F_max in eV Å⁻¹: 0.7
Charge: 0
Energy relative to the best compared isomer or geometry (same formula, charge and spin) in kJ/mol: 81.0
M in g/mol: 99.1
Orbital gap in eV: 9.520
HOMO energy in hartree: -0.3231
SMILES string: NC1=CCOC1=O

=====

# 19
Here is a single C4H5NO2 molecule at a distorted geometry from the Open Molecules 2025 dataset. Energies are from the ωB97M-V functional and the def2-TZVPD basis.

```
12
Properties=species:S:1:pos:R:3:mulliken_charge:R:1
O -0.77 -1.51 0.61 -0.41
C -1.29 -0.56 0.07 -0.05
C -0.40 0.24 -0.85 -0.08
C 0.23 1.10 0.28 -0.57
N 1.04 0.11 1.01 -0.59
C 1.16 -0.83 0.17 0.15
O 0.67 -0.64 -1.12 -0.40
H -2.22 -0.16 0.48 0.39
H -0.79 0.71 -1.77 0.42
H 1.15 1.56 -0.05 0.34
H -0.46 1.74 0.85 0.35
H 1.69 -1.76 0.32 0.42
```

Values from the calculation:
F_max in eV Å⁻¹: 2.3
Charge: 0
Energy relative to the best compared isomer or geometry (same formula, charge and spin) in kJ/mol: 287.2
M in g/mol: 99.1
Orbital gap in eV: 9.861
HOMO energy in hartree: -0.3333
SMILES string: O=C[C@H]1CN=CO1

=====

# 20
Here is a single C4H5NO2 molecule from the Open Molecules 2025 dataset. Energies are from the ωB97M-V functional and the def2-TZVPD basis.

```
12
Properties=species:S:1:pos:R:3:mulliken_charge:R:1
O 0.94 2.31 0.55 -0.61
C 0.54 1.18 0.38 0.21
N 1.24 0.14 -0.16 -0.14
C 0.44 -1.06 -0.36 -0.61
C -0.98 -0.53 -0.24 0.03
O -1.32 -0.48 1.13 -0.42
C -0.91 0.73 0.49 -0.08
H 2.17 0.27 -0.52 0.22
H 0.59 -1.75 0.49 0.20
H 0.68 -1.59 -1.29 0.36
H -1.72 -0.73 -1.01 0.41
H -1.66 1.52 0.54 0.43
```

Values from the calculation:
F_max in eV Å⁻¹: 0.5
Charge: 0
Energy relative to the best compared isomer or geometry (same formula, charge and spin) in kJ/mol: 144.7
M in g/mol: 99.1
Orbital gap in eV: 10.618
HOMO energy in hartree: -0.3599
SMILES string: O=C1NC[C@H]2O[C@@H]12